Molecular formula: C36H89O23P5
Method: DFT, the ωB97M-V functional and the def2-TZVPD basis

Each line ends with the Löwdin charge.
Geometry (Å):
C (3.3758, -9.3869, -5.8811)  -0.108
O (2.4641, -10.4883, -5.9824)  -0.200
C (2.9031, -11.7624, -5.5371)  -0.182
C (3.1854, -11.8942, -3.9695)  -0.096
O (2.0014, -11.7202, -3.0758)  -0.188
C (1.2201, -10.5796, -3.1277)  -0.196
C (0.2126, -10.5742, -1.9189)  -0.147
O (-0.8908, -11.4850, -2.1777)  -0.197
C (-0.5622, -12.8822, -2.0423)  -0.097
H (3.5585, -9.0713, -4.8539)  0.071
H (3.2131, -8.5502, -6.5604)  0.087
H (4.4013, -9.5913, -6.1885)  0.078
H (3.7316, -12.0521, -6.1835)  0.117
H (2.0868, -12.4360, -5.7981)  0.121
H (3.9955, -11.1895, -3.7818)  0.105
H (3.5473, -12.9089, -3.8034)  0.117
H (0.6615, -10.7298, -4.0516)  0.125
H (1.9378, -9.7637, -3.2132)  0.116
H (-0.3657, -9.6508, -1.8867)  0.117
H (0.6859, -10.6311, -0.9387)  0.120
H (-1.3791, -13.4072, -2.5374)  0.085
H (-0.4771, -13.1457, -0.9880)  0.082
H (0.3720, -13.1958, -2.5082)  0.071
C (-3.3374, -1.5491, -2.0308)  -0.081
C (-2.3867, -1.8756, -0.9043)  -0.244
O (-1.7729, -0.6592, -0.3822)  -0.197
P (-0.4760, 0.0392, -1.1228)  0.487
O (0.4174, 0.8939, -0.3109)  -0.238
O (-1.0912, 0.7222, -2.4141)  -0.200
C (-0.9608, 2.0222, -2.9227)  -0.258
C (0.0853, 1.9507, -3.9803)  -0.091
O (0.3353, -1.2106, -1.8112)  -0.210
C (1.4379, -0.9417, -2.6096)  -0.298
C (2.6720, -1.8069, -2.1428)  -0.044
H (-3.8786, -0.6034, -2.0021)  0.086
H (-2.7684, -1.6516, -2.9549)  0.072
H (-4.1105, -2.2799, -2.2683)  0.074
H (-2.9570, -2.1384, -0.0133)  0.115
H (-1.6128, -2.6279, -1.0566)  0.115
H (-1.8691, 2.1759, -3.5054)  0.123
H (-0.7533, 2.7056, -2.0993)  0.129
H (0.0792, 2.8955, -4.5238)  0.080
H (1.0768, 1.9079, -3.5296)  0.067
H (0.1037, 1.1459, -4.7153)  0.088
H (1.0397, -1.1514, -3.6023)  0.120
H (1.8081, 0.0833, -2.5934)  0.094
H (2.7640, -1.6756, -1.0647)  0.078
H (2.6281, -2.8419, -2.4818)  0.069
H (3.5583, -1.3216, -2.5516)  0.066
C (2.4657, -1.4799, -11.3850)  -0.068
C (1.7118, -0.4664, -10.5126)  -0.271
O (0.3394, -0.2760, -10.8429)  -0.193
P (-0.7597, -1.4661, -10.6491)  0.477
O (-0.8970, -1.7530, -9.2446)  -0.212
O (-0.3271, -2.6276, -11.6893)  -0.197
C (0.0396, -3.9619, -11.2593)  -0.256
C (-1.1882, -4.8881, -11.1780)  -0.066
O (-2.1039, -0.7762, -11.2984)  -0.177
C (-2.9104, 0.1183, -10.6904)  -0.336
C (-2.4037, 1.5504, -10.9396)  -0.065
H (2.2102, -1.2977, -12.4289)  0.087
H (3.5369, -1.3619, -11.2215)  0.081
H (2.1574, -2.4806, -11.0822)  0.049
H (1.9380, -0.6234, -9.4579)  0.118
H (2.1350, 0.5065, -10.7625)  0.113
H (0.7803, -4.2720, -11.9964)  0.119
H (0.4033, -3.9578, -10.2318)  0.109
H (-1.9654, -4.7149, -11.9223)  0.082
H (-0.8893, -5.9201, -11.3620)  0.072
H (-1.5307, -4.8646, -10.1435)  0.077
H (-3.8943, 0.0683, -11.1567)  0.117
H (-2.9680, -0.0281, -9.6118)  0.117
H (-1.8924, 1.6142, -11.9002)  0.076
H (-3.3653, 2.0439, -11.0802)  0.073
H (-1.6653, 1.7887, -10.1740)  0.076
C (1.3343, -7.7692, 9.3201)  -0.073
C (0.1563, -6.8738, 9.2468)  -0.341
O (0.4109, -5.7867, 8.4647)  -0.172
P (-0.7605, -4.9829, 7.7091)  0.528
O (-1.2298, -5.6655, 6.4863)  -0.234
O (-1.9582, -4.8417, 8.8770)  -0.177
C (-3.2561, -4.3307, 8.5644)  -0.323
C (-3.6264, -3.2474, 9.4774)  -0.099
O (-0.1285, -3.4914, 7.4900)  -0.182
C (0.6392, -3.3177, 6.3257)  -0.317
C (1.2923, -1.9734, 6.5050)  -0.076
H (1.7608, -8.0924, 8.3705)  0.085
H (2.1937, -7.3750, 9.8624)  0.078
H (1.0615, -8.6176, 9.9478)  0.081
H (-0.6876, -7.3216, 8.7220)  0.119
H (-0.1537, -6.5885, 10.2521)  0.126
H (-3.5298, -3.9458, 7.5821)  0.123
H (-4.0018, -5.1206, 8.6550)  0.121
H (-3.1794, -2.2814, 9.2429)  0.086
H (-4.7082, -3.1183, 9.5129)  0.082
H (-3.4592, -3.6267, 10.4856)  0.083
H (1.3423, -4.1502, 6.3523)  0.115
H (0.2201, -3.3048, 5.3196)  0.124
H (1.7179, -1.9754, 7.5085)  0.080
H (2.1113, -1.7767, 5.8131)  0.080
H (0.5654, -1.1711, 6.3790)  0.081
C (-9.4543, 10.2888, 6.6136)  -0.059
C (-9.2551, 8.7156, 6.3034)  -0.212
O (-7.8759, 8.3167, 6.5740)  -0.193
P (-7.6272, 6.7887, 6.9031)  0.463
O (-8.5469, 6.2919, 7.9252)  -0.223
O (-7.7895, 6.0033, 5.4272)  -0.187
C (-6.8716, 6.2402, 4.3581)  -0.289
C (-6.7218, 4.9147, 3.6275)  -0.081
O (-6.0296, 6.8124, 7.1961)  -0.189
C (-5.5572, 7.6655, 8.2514)  -0.258
C (-5.7494, 7.0570, 9.6539)  -0.076
H (-9.3155, 10.5125, 7.6713)  0.067
H (-8.9656, 10.9481, 5.8963)  0.067
H (-10.5025, 10.4983, 6.4005)  0.062
H (-9.9871, 8.0897, 6.8137)  0.108
H (-9.5781, 8.7358, 5.2625)  0.104
H (-7.1572, 7.0465, 3.6825)  0.118
H (-5.8618, 6.4811, 4.6903)  0.104
H (-6.9448, 4.0088, 4.1911)  0.085
H (-7.5490, 4.8753, 2.9187)  0.064
H (-5.9135, 4.8877, 2.8967)  0.078
H (-4.4736, 7.6081, 8.1483)  0.110
H (-5.7751, 8.7292, 8.1564)  0.119
H (-5.0672, 7.5731, 10.3294)  0.073
H (-6.8067, 7.0907, 9.9165)  0.067
H (-5.3985, 6.0424, 9.8430)  0.079
C (4.8435, 8.8172, 4.9543)  -0.066
C (5.9144, 9.3714, 4.0141)  -0.274
O (6.1255, 8.4268, 2.9387)  -0.201
P (7.0246, 8.9252, 1.6568)  0.506
O (6.4024, 10.0939, 0.9680)  -0.248
O (7.1419, 7.6846, 0.6757)  -0.172
C (6.1717, 7.3514, -0.2853)  -0.296
C (6.5785, 7.7476, -1.7026)  -0.068
O (8.6148, 8.9426, 2.1446)  -0.187
C (9.2852, 10.2213, 2.2746)  -0.294
C (10.7670, 10.0556, 2.3497)  -0.080
H (4.6668, 9.5234, 5.7655)  0.080
H (3.9494, 8.5691, 4.3822)  0.077
H (5.1430, 7.8234, 5.2872)  0.077
H (5.6733, 10.3259, 3.5462)  0.110
H (6.8552, 9.5133, 4.5459)  0.110
H (6.0410, 6.2694, -0.3060)  0.114
H (5.1736, 7.7347, -0.0733)  0.119
H (6.3791, 8.8183, -1.7471)  0.068
H (7.6667, 7.7220, -1.7603)  0.080
H (5.9875, 7.2483, -2.4704)  0.080
H (8.9302, 10.8067, 1.4264)  0.110
H (8.9908, 10.8239, 3.1338)  0.111
H (11.0990, 9.6857, 1.3796)  0.079
H (11.1796, 11.0538, 2.4956)  0.082
H (11.1773, 9.3840, 3.1038)  0.083

Forces on the atoms, in the same order (eV/Å):
C 1.19 -0.73 0.23
O 0.18 1.28 -0.11
C -0.66 0.18 1.00
C -1.58 0.77 -1.22
O 3.11 -2.64 -0.36
C -0.58 -0.09 -0.18
C -0.81 0.26 -1.68
O 1.68 -0.48 0.45
C -0.27 0.39 -0.08
H -0.69 0.36 0.16
H -1.28 -0.12 0.27
H 0.30 -1.09 -0.25
H 0.62 -0.24 0.52
H -0.14 0.02 0.08
H -0.11 0.21 0.69
H -0.15 0.11 0.22
H -0.55 1.05 -0.02
H -0.63 0.86 0.29
H 0.52 0.44 -0.27
H 0.15 -0.76 0.02
H -0.02 -0.12 0.30
H -0.26 -0.10 0.16
H -0.01 0.42 -0.21
C 0.34 -0.89 -1.76
C -1.07 0.82 1.69
O 2.67 0.96 -1.30
P 0.29 -0.97 -0.07
O -1.21 -0.46 -0.36
O -0.72 -1.50 1.11
C -0.15 -0.83 -1.10
C 2.12 1.41 -0.28
O -2.33 0.67 2.41
C 1.81 -0.83 -0.60
C -0.91 1.20 -0.77
H 0.56 0.14 0.39
H 0.13 0.82 -0.27
H -0.07 -0.49 0.89
H -0.03 -0.52 -0.10
H -0.24 0.09 -0.49
H -0.49 0.58 0.82
H -0.13 0.32 -0.39
H 0.00 0.08 -0.23
H 0.13 0.03 0.15
H -0.90 -0.15 0.26
H 0.83 -0.10 -0.43
H -0.51 0.21 0.30
H -0.19 -0.41 0.02
H -0.06 0.05 0.33
H 0.12 -0.22 -0.23
C -0.86 0.10 0.58
C 1.31 0.79 -0.85
O -1.05 -1.27 -0.40
P -0.26 2.17 -1.99
O -0.19 -1.32 1.56
O -0.76 1.31 1.00
C -1.20 -0.33 0.03
C 0.61 -0.34 -0.10
O 3.66 -3.96 -1.27
C -0.58 2.53 0.81
C -0.41 -1.12 -0.43
H 0.13 -0.18 -0.01
H -0.04 -0.01 -0.03
H 0.29 -0.11 -0.30
H -0.67 -0.23 0.17
H 0.05 0.13 0.19
H -0.01 -0.08 0.26
H 0.66 0.34 -0.24
H 0.00 0.48 0.22
H 0.29 -0.08 0.07
H -0.58 0.15 -0.27
H -0.07 -0.52 0.18
H -0.27 -0.32 0.05
H -0.04 -0.20 -0.08
H 0.56 1.29 0.78
H -0.56 0.80 0.08
C 1.12 -0.87 0.60
C -1.34 -1.47 0.34
O 0.28 4.01 -1.35
P -1.27 -0.04 0.51
O 0.31 0.70 0.70
O 2.29 0.27 -2.01
C -1.48 -0.43 -0.92
C -0.71 0.43 1.74
O -2.53 -1.88 0.91
C 2.06 0.25 -0.84
C 0.68 0.09 0.35
H -0.52 -0.12 -0.15
H -0.14 0.67 0.06
H -0.12 -0.37 -0.34
H -0.17 -1.03 0.62
H -0.10 0.16 0.05
H 1.42 -0.31 -0.77
H 0.38 -0.52 0.35
H 0.26 -0.16 0.35
H -0.16 0.12 -0.56
H 0.61 0.62 0.30
H 0.52 0.22 -0.40
H -1.25 -0.50 0.41
H -0.03 0.44 0.04
H -0.08 -0.23 -0.19
H -0.03 -0.03 0.22
C -0.61 -1.98 0.10
C -0.37 2.91 0.13
O -1.10 0.65 -0.81
P 0.52 -0.66 -1.76
O 0.38 -0.42 -0.25
O 0.44 1.39 2.53
C 1.50 -1.04 0.05
C -1.84 0.22 -1.82
O -1.99 0.15 -0.51
C 2.20 -1.44 1.11
C -0.49 0.45 -0.09
H 0.44 0.23 -0.21
H 0.71 -0.26 0.39
H -0.30 -0.23 0.14
H 0.39 0.10 0.46
H 0.93 -0.93 -0.44
H -0.52 -0.02 0.17
H -0.17 0.35 0.68
H 0.96 0.23 0.46
H -0.50 0.00 -0.15
H 0.63 -0.20 0.73
H 0.13 0.18 -0.53
H -0.82 -0.26 -0.09
H -0.56 0.72 0.23
H 0.17 0.16 0.53
H -0.15 -0.31 -1.05
C 0.38 -0.35 -1.09
C 0.03 -0.03 -0.10
O 1.35 0.05 -1.23
P -0.13 0.12 -0.19
O 1.22 -0.68 1.19
O 0.40 0.07 1.17
C -1.18 -1.19 -1.37
C 0.13 1.67 1.19
O -2.15 0.42 0.12
C -0.83 0.35 0.04
C 0.46 -0.09 -1.11
H -0.15 -0.27 0.00
H -0.27 0.62 0.04
H 0.37 0.23 0.52
H -0.40 0.09 0.21
H 0.13 -0.12 0.10
H 0.30 -0.16 0.56
H 0.14 0.37 0.35
H -0.16 0.16 -0.42
H -0.05 -0.74 -0.53
H 0.43 -0.19 0.07
H 0.58 0.19 -0.22
H -0.61 -0.53 0.45
H 0.33 -0.01 0.01
H 0.19 -0.04 0.01
H -0.50 0.06 0.20

Summary:
2S+1: 1
Calculated total energy, eV: -132318.298
Maximum force, eV/Å: 5.54